{
  "formula": "C6H10O",
  "method": "ωB97M-V/def2-TZVPD",
  "symbols": ["O", "C", "C", "C", "C", "C", "C", "H", "H", "H", "H", "H", "H", "H", "H", "H", "H"],
  "coordinates": [[1.047, -1.309, 1.094], [2.099, -0.977, 0.491], [2.248, 0.086, -0.394], [0.052, 0.844, 0.772], [-0.906, 0.722, -0.299], [-1.422, -0.658, -0.695], [-2.323, 0.238, 0.051], [3.000, -1.587, 0.697], [3.249, 0.329, -0.752], [1.441, 0.332, -1.075], [0.689, 1.715, 0.821], [-0.146, 0.341, 1.707], [-0.822, 1.448, -1.103], [-1.603, -0.804, -1.756], [-0.938, -1.480, -0.174], [-3.133, 0.732, -0.480], [-2.531, 0.028, 1.095]],
  "forces_ev_per_angstrom": [[0.4957, -0.1431, -0.2550], [-0.2479, -0.2743, 0.3840], [-0.0903, 0.0126, -0.2309], [-0.2351, 0.3237, 0.0051], [0.2639, 0.2048, -0.0236], [0.0439, -0.1768, -0.0952], [-0.1781, -0.0033, 0.0912], [-0.0922, 0.0638, -0.0680], [-0.2127, 0.0967, 0.2042], [0.0357, -0.1263, 0.1007], [-0.0925, -0.0385, -0.0522], [0.1285, -0.0007, -0.1844], [-0.0277, -0.1121, 0.0800], [0.0275, 0.0438, 0.1587], [-0.0930, 0.1578, -0.0529], [0.1654, -0.0710, 0.0836], [0.1088, 0.0429, -0.1453]],
  "lowdin_charge": [-0.108, -0.401, -0.018, 0.128, -0.318, -0.098, -0.095, 0.107, 0.041, 0.035, 0.075, 0.091, 0.135, 0.110, 0.101, 0.106, 0.109],
  "charge": 0,
  "homo_ev": [-7.868, -7.360],
  "total_energy_ha": -309.6736,
  "largest_force_ev_per_a": 0.6,
  "spin_multiplicity": 1,
  "gap_ev": [7.5, 6.4],
  "relative_energy_kcal_mol": 105.9
}

---

{
  "formula": "C39H70O39",
  "method": "ωB97M-V/def2-TZVPD",
  "symbols": ["C", "C", "O", "C", "O", "O", "H", "H", "H", "H", "C", "C", "O", "C", "O", "O", "H", "H", "H", "H", "C", "C", "O", "C", "O", "O", "H", "H", "H", "H", "C", "C", "O", "C", "O", "O", "H", "H", "H", "H", "C", "O", "C", "O", "O", "C", "H", "H", "H", "H", "H", "H", "C", "O", "C", "O", "O", "C", "H", "H", "H", "H", "H", "H", "C", "O", "C", "O", "O", "C", "H", "H", "H", "H", "H", "H", "C", "O", "C", "O", "O", "C", "H", "H", "H", "H", "H", "H", "C", "O", "C", "O", "O", "C", "H", "H", "H", "H", "H", "H", "C", "O", "C", "O", "O", "C", "H", "H", "H", "H", "H", "H", "C", "O", "C", "O", "O", "C", "H", "H", "H", "H", "H", "H", "C", "O", "C", "O", "O", "C", "H", "H", "H", "H", "H", "H", "C", "O", "C", "O", "O", "C", "H", "H", "H", "H", "H", "H"],
  "coordinates": [[-4.316, -3.624, 2.342], [-5.013, -4.989, 2.362], [-6.305, -4.699, 2.869], [-6.541, -3.358, 2.773], [-7.592, -2.861, 2.982], [-5.416, -2.707, 2.421], [-3.898, -3.474, 1.346], [-3.555, -3.476, 3.098], [-4.482, -5.689, 3.005], [-5.053, -5.424, 1.363], [-3.597, 1.056, 2.792], [-5.078, 0.729, 2.539], [-5.281, 1.147, 1.175], [-4.154, 1.652, 0.664], [-4.037, 2.116, -0.423], [-3.127, 1.556, 1.543], [-2.985, 0.214, 3.113], [-3.494, 1.814, 3.571], [-5.729, 1.272, 3.215], [-5.281, -0.334, 2.580], [1.239, -1.134, -7.935], [1.621, 0.298, -8.299], [1.542, 0.968, -7.052], [1.674, 0.072, -6.050], [1.812, 0.366, -4.909], [1.538, -1.184, -6.524], [1.877, -1.907, -8.357], [0.200, -1.373, -8.159], [0.948, 0.774, -9.008], [2.615, 0.344, -8.753], [4.589, 1.663, -1.711], [5.500, 2.842, -2.119], [4.689, 3.990, -1.920], [3.499, 3.643, -1.370], [2.629, 4.403, -1.120], [3.451, 2.314, -1.158], [4.981, 0.975, -0.968], [4.298, 1.135, -2.621], [5.830, 2.756, -3.152], [6.392, 2.943, -1.498], [0.796, 0.263, -1.697], [-0.138, -0.218, -0.710], [0.145, 0.032, 0.562], [1.017, 0.758, 0.956], [-0.565, -0.737, 1.397], [-1.626, -1.559, 0.877], [0.710, 1.343, -1.804], [0.491, -0.229, -2.613], [1.803, -0.015, -1.392], [-1.327, -1.982, -0.075], [-2.549, -0.984, 0.849], [-1.699, -2.380, 1.590], [1.786, 6.631, -3.456], [1.290, 5.406, -3.996], [1.093, 5.358, -5.310], [1.346, 6.243, -6.081], [0.595, 4.186, -5.695], [0.126, 3.253, -4.729], [1.830, 6.404, -2.395], [1.066, 7.419, -3.671], [2.764, 6.948, -3.811], [0.200, 2.269, -5.185], [-0.898, 3.488, -4.451], [0.768, 3.166, -3.853], [0.688, -3.533, -1.368], [-0.583, -4.082, -1.039], [-0.606, -4.778, 0.099], [0.246, -4.811, 0.939], [-1.797, -5.384, 0.174], [-1.976, -6.200, 1.325], [0.596, -3.046, -2.335], [1.426, -4.332, -1.471], [1.020, -2.816, -0.618], [-1.685, -5.666, 2.231], [-1.308, -7.062, 1.248], [-2.994, -6.563, 1.366], [-3.114, 0.895, -3.362], [-2.034, -0.050, -3.360], [-2.211, -1.164, -4.045], [-3.241, -1.550, -4.535], [-1.032, -1.806, -4.081], [-1.020, -3.071, -4.726], [-2.780, 1.773, -2.821], [-3.959, 0.480, -2.812], [-3.419, 1.140, -4.377], [-0.971, -3.876, -3.987], [-0.126, -3.124, -5.345], [-1.913, -3.223, -5.326], [0.824, -4.416, 7.250], [1.507, -3.332, 6.653], [1.476, -3.302, 5.319], [1.116, -4.205, 4.610], [1.890, -2.113, 4.905], [1.895, -1.942, 3.477], [1.313, -5.372, 7.081], [-0.210, -4.468, 6.903], [0.772, -4.196, 8.315], [2.574, -2.656, 3.018], [2.276, -0.935, 3.325], [0.896, -2.018, 3.058], [4.067, -1.804, -0.138], [3.818, -2.829, 0.823], [3.639, -4.097, 0.436], [3.153, -4.921, 1.140], [4.059, -4.296, -0.829], [4.106, -5.634, -1.269], [4.905, -2.053, -0.787], [4.254, -0.911, 0.448], [3.185, -1.662, -0.768], [4.328, -5.634, -2.334], [3.164, -6.165, -1.121], [4.890, -6.208, -0.772], [4.640, 7.072, 3.750], [4.519, 6.085, 2.741], [3.777, 5.021, 3.062], [3.107, 4.912, 4.049], [3.920, 4.114, 2.105], [2.990, 3.029, 2.080], [3.712, 7.297, 4.268], [4.970, 7.990, 3.262], [5.431, 6.798, 4.450], [1.972, 3.414, 1.999], [2.979, 2.420, 2.986], [3.263, 2.446, 1.211], [-1.894, -2.768, 5.222], [-2.909, -1.872, 4.789], [-3.603, -1.161, 5.678], [-4.608, -0.578, 5.387], [-2.999, -1.150, 6.870], [-3.660, -0.451, 7.920], [-1.543, -3.313, 4.347], [-2.305, -3.544, 5.877], [-1.080, -2.269, 5.742], [-2.881, 0.037, 8.497], [-4.202, -1.150, 8.562], [-4.411, 0.244, 7.554], [-1.729, 7.036, -3.328], [-1.625, 5.678, -2.962], [-1.245, 5.391, -1.713], [-1.008, 6.198, -0.855], [-1.182, 4.077, -1.588], [-0.883, 3.577, -0.284], [-1.274, 7.718, -2.606], [-2.780, 7.319, -3.381], [-1.212, 7.211, -4.269], [-0.494, 2.577, -0.433], [-1.753, 3.538, 0.368], [-0.121, 4.210, 0.172]],
  "forces_ev_per_angstrom": [[-0.4066, -0.2462, -1.5102], [0.6712, 0.0446, 0.2683], [0.0040, 0.0363, -0.1194], [0.0451, -0.5456, 0.1877], [-0.1689, 0.2724, 0.0076], [0.3291, 0.0606, 0.3986], [0.3683, 0.0786, 0.1967], [-0.2619, 0.2654, 0.3297], [-0.3068, -0.0444, 0.1913], [-0.3516, 0.0565, -0.0133], [-0.1297, 0.0401, 0.6453], [0.5075, -0.3818, -0.1832], [-0.1509, 0.2242, 0.2125], [0.2108, -0.0781, 0.2821], [-0.0228, 0.0731, -0.4138], [-0.0424, 0.0271, 0.0002], [-0.1127, -0.1628, -0.2902], [0.0651, 0.1761, -0.2327], [-0.1758, 0.0468, -0.1555], [-0.1190, -0.0434, 0.1654], [0.5826, -0.3370, 0.1008], [-0.1301, -0.3205, -0.7289], [0.4804, 0.1727, 0.0374], [-0.6746, 0.0460, -0.2949], [0.3083, -0.1113, 0.3454], [-0.2716, 0.1027, -0.0269], [-0.0725, 0.1842, -0.4018], [-0.0975, 0.0494, 0.4289], [-0.2019, -0.0352, 0.1776], [0.1378, 0.1581, 0.4548], [0.0186, 0.5010, -0.6267], [0.4816, -0.3681, 0.5882], [-0.2070, -0.0231, -0.2002], [0.5501, -0.0249, -0.3276], [-0.3633, 0.2064, 0.1932], [-0.2784, -0.2513, 0.0558], [0.2222, 0.0666, -0.0174], [-0.2013, -0.2331, 0.2379], [-0.2102, 0.2042, -0.1031], [-0.0919, -0.0424, 0.0818], [-0.3084, -0.0092, 0.1052], [-0.2043, -0.0116, -0.2572], [0.5468, -0.5431, 0.0650], [-0.0608, 0.1483, 0.0744], [-0.3056, 0.3276, 0.0488], [0.6085, -0.2265, 0.4323], [0.1297, 0.0137, 0.0374], [0.1223, 0.0415, -0.0685], [0.0221, 0.1371, -0.0870], [-0.3751, 0.1473, -0.1968], [-0.0360, -0.0599, -0.2361], [-0.1738, 0.0953, 0.0943], [-0.4303, 0.1266, 0.4645], [0.3262, -0.1441, 0.0240], [0.0784, 0.0467, 0.0243], [-0.0213, 0.0392, -0.0988], [0.0933, 0.1321, -0.3325], [0.1668, -0.8330, 0.2677], [0.0614, 0.3265, 0.0754], [0.0823, 0.1002, 0.1002], [0.0224, -0.3907, -0.3067], [-0.3078, 0.1305, -0.3005], [0.0056, 0.0412, 0.1475], [-0.0779, 0.4646, 0.0585], [0.5392, -0.0019, -0.2394], [-0.0387, -0.1622, -0.2731], [-0.4415, 0.2113, 0.2868], [0.1506, -0.0516, -0.1356], [-0.4273, 0.0918, -0.2140], [0.9142, -0.4563, 0.3011], [-0.2517, 0.1088, 0.0888], [-0.0303, 0.0492, 0.1885], [-0.0421, -0.0428, 0.0660], [-0.1816, 0.0647, -0.0034], [-0.0763, 0.0166, 0.0771], [-0.1631, 0.2350, -0.2276], [-0.5009, -0.1637, 0.3565], [0.4370, 0.4120, -0.0419], [-0.2916, -0.1589, 0.0850], [0.0911, 0.0794, -0.0817], [0.0728, 0.0839, 0.0837], [0.0354, -0.5804, -0.1445], [0.2380, -0.0152, -0.0783], [-0.0355, -0.0182, -0.1317], [0.0795, -0.0327, -0.0412], [-0.0491, 0.1588, 0.1116], [-0.0149, 0.1494, -0.0071], [-0.0041, 0.1328, -0.0486], [-0.5539, -0.2344, 0.4528], [0.1005, 0.4363, 0.0579], [0.0444, -0.0481, -0.3514], [-0.2439, -0.1234, 0.0749], [-0.0741, -0.0023, 0.1851], [0.4515, 0.2451, -0.0175], [0.0911, 0.0287, -0.1058], [0.1200, -0.0757, -0.2200], [0.2693, -0.0160, -0.0148], [-0.1677, -0.1133, -0.0437], [-0.0894, 0.0007, -0.0225], [-0.0430, -0.1255, 0.0585], [-0.1177, -0.1733, -0.2163], [-0.0987, 0.0228, 0.0994], [-0.1025, 0.1251, -0.2398], [0.2401, -0.3426, 0.2523], [0.1841, 0.5413, -0.0554], [-0.0634, -1.0770, -0.3584], [0.1241, 0.0575, 0.1278], [0.0310, 0.0666, -0.0438], [0.0260, 0.0554, 0.0657], [-0.0062, 0.3004, 0.0308], [-0.0488, 0.2112, 0.1664], [-0.0291, 0.2034, 0.1888], [0.4934, 0.8207, 0.1587], [0.0140, -0.1309, -0.1782], [0.0688, -0.0463, -0.1164], [-0.3094, -0.1034, 0.3374], [0.2662, 0.0345, -0.2051], [-0.6320, 0.0320, 0.3478], [-0.0870, -0.3610, 0.0042], [-0.0524, -0.1730, -0.1930], [-0.2316, -0.1637, 0.1416], [0.0892, 0.0109, -0.3221], [0.4889, 0.1111, 0.0294], [-0.1714, -0.0931, 0.0168], [0.1248, -0.8305, 0.3340], [-0.1945, -0.0628, -0.3982], [0.1982, 0.2237, 0.2082], [-0.0331, 0.0329, -0.1046], [-0.1055, -0.2318, -0.1337], [-0.4550, -0.0057, 0.5529], [0.1903, 0.3928, -0.1480], [-0.1122, 0.2778, 0.1323], [0.0327, 0.1335, -0.1582], [-0.0539, 0.1314, -0.0070], [0.2426, -0.1640, -0.0917], [0.2903, 0.1800, -0.2460], [0.0176, 1.0745, 0.2916], [0.1171, -0.5342, -0.2181], [-0.0332, 0.3414, 0.1475], [0.0418, 0.1395, 0.1653], [-0.3420, -0.3524, -0.3260], [0.5613, 0.2310, 0.3466], [0.0684, -0.3609, 0.2128], [-0.0261, -0.1351, -0.2691], [-0.2247, -0.3231, -0.2005], [-0.0159, -0.0438, 0.0225], [-0.1895, 0.0829, -0.2569], [0.0127, -0.1514, -0.0016]],
  "lowdin_charge": [-0.101, -0.132, 0.068, -0.560, 0.183, 0.054, 0.123, 0.101, 0.123, 0.127, -0.109, -0.082, 0.079, -0.580, 0.156, 0.039, 0.109, 0.132, 0.132, 0.104, -0.095, -0.112, 0.066, -0.570, 0.159, 0.049, 0.130, 0.131, 0.134, 0.132, -0.096, -0.104, 0.071, -0.562, 0.179, 0.028, 0.117, 0.128, 0.127, 0.129, 0.000, -0.030, -0.614, 0.134, -0.002, 0.001, 0.090, 0.072, 0.078, 0.084, 0.098, 0.086, -0.020, -0.034, -0.623, 0.129, 0.024, -0.029, 0.085, 0.086, 0.102, 0.069, 0.094, 0.093, -0.016, -0.003, -0.621, 0.153, 0.001, -0.039, 0.089, 0.096, 0.094, 0.097, 0.107, 0.078, -0.010, -0.003, -0.609, 0.129, -0.019, -0.039, 0.083, 0.097, 0.101, 0.089, 0.086, 0.093, -0.050, 0.002, -0.645, 0.124, 0.013, -0.004, 0.099, 0.081, 0.097, 0.086, 0.096, 0.084, -0.032, -0.004, -0.617, 0.159, -0.039, -0.054, 0.097, 0.094, 0.079, 0.095, 0.094, 0.103, -0.054, 0.006, -0.622, 0.133, 0.006, -0.033, 0.094, 0.092, 0.098, 0.101, 0.098, 0.068, -0.036, -0.015, -0.596, 0.145, -0.008, -0.022, 0.087, 0.105, 0.100, 0.098, 0.099, 0.093, -0.050, -0.006, -0.615, 0.127, 0.006, -0.007, 0.094, 0.097, 0.090, 0.071, 0.089, 0.095],
  "charge": 0,
  "homo_ev": -10.250,
  "total_energy_ha": -4462.5036,
  "largest_force_ev_per_a": 1.6,
  "spin_multiplicity": 1,
  "gap_ev": 10.4,
  "relative_energy_kcal_mol": 0.0
}